No. 1
{
  "formula": "C19H43Cl9N6O7",
  "method": "ωB97M-V/def2-TZVPD",
  "species": ["O", "C", "N", "C", "H", "H", "H", "H", "H", "O", "C", "N", "C", "H", "H", "H", "H", "H", "O", "C", "N", "C", "H", "H", "H", "H", "H", "O", "C", "N", "C", "H", "H", "H", "H", "H", "O", "C", "N", "C", "H", "H", "H", "H", "H", "C", "Cl", "Cl", "Cl", "H", "C", "Cl", "Cl", "Cl", "H", "C", "Cl", "Cl", "Cl", "H", "C", "O", "C", "C", "N", "C", "C", "O", "C", "H", "H", "H", "H", "H", "H", "H", "H", "H", "H", "H", "H", "H", "H", "H"],
  "xyz": [[0.15, -0.41, -0.03], [0.59, 0.71, -0.07], [1.52, 1.00, 0.87], [-0.11, 1.75, -0.86], [1.93, 1.92, 0.95], [1.81, 0.33, 1.56], [0.23, 1.85, -1.89], [0.12, 2.80, -0.65], [-1.19, 1.58, -0.81], [2.43, 0.72, -4.02], [2.00, -0.35, -4.36], [2.62, -1.03, -5.34], [0.89, -1.07, -3.60], [3.43, -0.64, -5.81], [2.28, -1.97, -5.47], [1.02, -2.14, -3.71], [-0.11, -0.68, -3.80], [1.01, -0.91, -2.53], [-0.61, 5.14, -0.20], [-1.82, 5.24, 0.07], [-2.62, 6.07, -0.48], [-2.33, 4.30, 1.14], [-2.20, 6.75, -1.10], [-3.61, 6.04, -0.25], [-3.10, 3.61, 0.79], [-2.77, 4.99, 1.85], [-1.50, 3.80, 1.63], [-3.57, -2.38, -0.47], [-2.59, -3.08, -0.49], [-2.39, -4.03, 0.39], [-1.56, -2.93, -1.61], [-3.04, -4.24, 1.14], [-1.52, -4.53, 0.36], [-1.95, -3.32, -2.55], [-0.59, -3.42, -1.49], [-1.22, -1.91, -1.74], [-5.16, 2.16, 0.54], [-4.58, 1.08, 0.51], [-5.03, 0.22, -0.38], [-3.42, 0.73, 1.39], [-5.88, 0.42, -0.89], [-4.47, -0.59, -0.57], [-3.82, 0.39, 2.35], [-2.73, 1.56, 1.59], [-2.86, -0.05, 0.89], [3.72, 2.65, -1.78], [3.03, 3.60, -0.43], [5.47, 2.27, -1.56], [3.57, 3.62, -3.25], [3.21, 1.69, -1.81], [-4.05, -0.25, -3.95], [-5.73, 0.17, -3.45], [-4.06, -2.01, -4.41], [-2.88, 0.10, -2.70], [-3.79, 0.40, -4.79], [5.05, -0.61, 2.32], [4.33, 0.90, 3.07], [5.79, -1.73, 3.46], [6.30, -0.12, 1.16], [4.28, -1.16, 1.78], [3.93, -2.16, -1.11], [3.63, -2.79, 0.14], [2.20, -3.04, 0.30], [1.95, -3.06, 1.82], [1.56, -1.68, 2.20], [0.93, -1.66, 3.53], [0.31, -0.27, 3.86], [-0.25, -0.25, 5.14], [-1.07, 0.88, 5.36], [5.01, -2.00, -1.11], [3.63, -1.14, -1.35], [3.64, -2.74, -1.98], [1.98, -4.00, -0.17], [1.56, -2.36, -0.27], [2.83, -3.26, 2.43], [1.15, -3.75, 2.07], [0.86, -1.51, 1.48], [1.68, -1.96, 4.26], [0.12, -2.39, 3.61], [-0.41, -0.06, 3.06], [0.98, 0.58, 3.80], [-1.45, 0.86, 6.38], [-2.00, 0.84, 4.80], [-0.67, 1.89, 5.24]],
  "lowdin_spin": [-0.001, 0.001, 0.014, 0.001, 0.001, 0.007, 0.000, 0.000, 0.000, 0.000, 0.000, 0.000, 0.000, 0.000, 0.000, 0.000, 0.000, 0.000, 0.000, 0.000, 0.000, 0.000, 0.000, 0.000, 0.000, 0.000, 0.000, 0.000, 0.000, 0.000, 0.000, 0.000, 0.000, 0.000, 0.000, 0.000, 0.000, 0.000, 0.000, 0.000, 0.000, 0.000, 0.000, 0.000, 0.000, 0.000, 0.001, 0.000, 0.000, 0.000, 0.000, 0.000, 0.000, 0.000, 0.000, 0.001, 0.004, 0.001, 0.002, 0.002, 0.001, 0.010, 0.001, 0.068, 0.679, 0.077, 0.005, 0.004, 0.000, 0.000, 0.000, 0.000, 0.001, 0.000, 0.011, 0.036, 0.024, 0.008, 0.043, 0.000, 0.000, 0.000, 0.000, 0.000],
  "e_lumo_ev": [-2.62, -8.31],
  "charge": 1,
  "multiplicity": 2,
  "e_tot_ha": -5746.3801,
  "largest_force_ha_per_bohr": 0.110
}

No. 2
{
  "formula": "CH6NO2",
  "method": "ωB97M-V/def2-TZVPD",
  "species": ["N", "C", "O", "H", "H", "H", "H", "H", "H", "O"],
  "xyz": [[-0.07, 0.93, 1.48], [-0.28, 0.89, -0.01], [0.65, 0.27, -0.59], [0.00, -0.05, 1.78], [0.91, 1.06, 1.77], [-1.31, 0.35, -0.17], [-0.28, 2.12, -0.13], [-0.55, -1.83, -1.02], [0.81, -1.54, -1.55], [0.10, -2.21, -1.56]],
  "lowdin_charge": [-0.089, -0.701, -0.295, 0.014, 0.023, 0.084, 0.085, -0.035, 0.009, -0.097],
  "e_lumo_ev": 4.88,
  "charge": -1,
  "e_tot_ha": -246.9096,
  "de_lowest_kj_mol": 104.0,
  "largest_force_ha_per_bohr": 0.069
}

No. 3
{
  "formula": "C4H3CoO6",
  "method": "ωB97M-V/def2-TZVPD",
  "species": ["O", "C", "O", "C", "C", "O", "O", "H", "H", "Co", "O", "C", "O", "H"],
  "xyz": [[0.86, 1.20, 1.12], [0.79, 0.26, 0.39], [-1.32, -0.36, -0.74], [-2.31, 0.35, -0.24], [-0.05, 0.25, -0.87], [-2.14, 1.53, 0.18], [-3.46, -0.18, -0.22], [-0.14, 1.28, -1.23], [0.50, -0.33, -1.63], [-3.93, 1.48, 0.57], [3.58, -1.66, 0.83], [2.81, -0.67, 1.14], [1.66, -0.83, 0.46], [3.16, -2.32, 0.25]],
  "lowdin_spin": [0.685, 0.058, 0.037, 0.017, 0.072, 0.114, 0.123, -0.001, 0.015, 2.745, 0.017, 0.004, 0.113, 0.000],
  "e_lumo_ev": [-9.88, -13.99],
  "charge": 2,
  "multiplicity": 5,
  "e_tot_ha": -1987.5169,
  "de_lowest_kj_mol": 155.8,
  "largest_force_ha_per_bohr": 0.082
}